# 1
This record from the OMol25 dataset describes a 7-piece molecular cluster, C42H102N6O12 overall. The level of theory is the ωB97M-V functional and the def2-TZVPD basis.

The gap between HOMO and LUMO comes out at 8.8 eV. The net charge is 0. Its LUMO energy is 0.0219 hartree. As for the spin multiplicity: 1.

The geometry in XYZ format:
```
162
Properties=species:S:1:pos:R:3:mulliken_charge:R:1
C 9.481 11.719 20.679 -1.535
C 8.590 12.303 21.864 1.673
C 8.176 13.741 21.535 -1.235
C 7.271 11.492 22.036 -1.553
C 7.521 10.109 22.525 -0.667
C 8.032 10.330 23.962 -1.281
C 9.363 11.027 23.992 1.538
C 9.581 11.455 25.462 -1.871
C 10.484 10.191 23.507 -1.785
N 9.234 12.270 23.197 1.039
O 10.520 12.831 23.013 -0.597
H 8.832 11.397 19.809 0.373
H 10.151 12.505 20.336 0.297
H 10.028 10.811 20.851 0.348
H 7.228 14.027 22.039 0.268
H 8.934 14.438 21.893 -0.171
H 8.039 14.077 20.467 0.273
H 6.567 12.003 22.672 0.388
H 6.743 11.539 21.095 0.568
H 6.607 9.503 22.506 0.397
H 8.189 9.509 21.842 0.319
H 8.070 9.421 24.586 0.453
H 7.355 11.079 24.409 0.352
H 8.695 12.095 25.659 0.400
H 10.462 12.049 25.553 0.207
H 9.662 10.649 26.161 0.554
H 10.143 9.829 22.578 0.397
H 10.627 9.364 24.219 0.487
H 11.375 10.783 23.332 0.218
H 10.525 13.628 23.595 -0.084
C 12.598 24.532 27.273 -0.711
O 11.631 23.496 27.518 -0.299
C 11.838 22.635 28.578 -0.419
C 10.857 21.468 28.479 -0.931
N 10.866 20.874 27.182 0.398
C 9.908 19.750 27.043 -1.554
C 9.818 19.274 25.588 1.596
O 9.340 20.239 24.620 0.563
C 7.975 20.654 24.895 -1.054
H 12.450 24.712 26.190 0.174
H 13.591 24.168 27.535 0.356
H 12.253 25.430 27.782 0.267
H 11.672 23.175 29.587 0.295
H 12.919 22.274 28.563 0.277
H 9.831 21.729 28.747 0.496
H 11.151 20.764 29.263 0.368
H 10.561 21.553 26.485 0.048
H 8.929 20.005 27.502 0.370
H 10.289 18.877 27.535 0.290
H 9.176 18.398 25.536 -0.320
H 10.817 19.005 25.219 -0.622
H 7.774 21.447 24.172 0.322
H 7.762 20.919 25.951 0.250
H 7.357 19.803 24.678 0.175
C 14.793 19.396 20.383 -0.633
O 14.830 18.116 21.084 0.224
C 16.142 17.595 21.321 -0.842
C 16.816 18.327 22.534 -0.884
N 15.987 18.283 23.708 -0.165
C 14.981 19.347 23.896 -0.631
C 14.152 19.043 25.147 1.027
O 14.954 19.485 26.220 -0.427
C 14.548 19.219 27.517 -0.683
H 15.334 20.208 20.875 0.196
H 13.749 19.711 20.341 0.015
H 15.207 19.381 19.364 0.309
H 16.770 17.778 20.396 0.378
H 16.109 16.554 21.564 0.370
H 17.151 19.373 22.298 0.280
H 17.736 17.820 22.763 0.565
H 16.430 18.200 24.621 0.323
H 14.336 19.339 23.012 -0.025
H 15.347 20.342 24.017 0.468
H 13.861 18.003 25.145 0.044
H 13.160 19.603 25.093 -0.589
H 14.453 18.166 27.644 0.342
H 13.513 19.576 27.781 0.077
H 15.284 19.439 28.281 0.334
C 7.555 17.929 22.368 -0.968
O 8.050 16.919 23.317 0.005
C 7.116 16.625 24.364 -1.354
C 7.733 15.562 25.249 0.023
N 8.937 16.067 25.922 0.200
C 9.708 15.117 26.666 0.320
C 10.972 15.739 27.218 0.366
O 11.882 14.834 27.855 -0.474
C 12.760 14.224 26.940 -0.102
H 6.468 17.825 22.332 0.555
H 7.984 17.781 21.383 0.221
H 7.692 18.991 22.652 0.014
H 6.312 16.163 23.895 0.933
H 6.882 17.510 24.999 0.045
H 7.938 14.663 24.751 -0.413
H 7.012 15.378 26.050 0.566
H 9.508 16.514 25.186 -0.709
H 9.814 14.178 26.099 -0.726
H 9.135 14.783 27.576 0.331
H 10.733 16.579 27.894 0.033
H 11.514 16.202 26.368 -0.118
H 12.220 13.760 26.134 -0.197
H 13.307 13.404 27.481 0.335
H 13.492 14.933 26.477 0.122
C 9.745 19.028 17.736 -0.681
O 10.495 19.496 18.898 -0.222
C 9.757 20.203 19.922 -0.069
C 10.690 21.025 20.780 0.510
N 10.074 21.294 22.076 0.039
C 10.858 22.060 23.028 -1.273
C 12.151 21.348 23.439 0.544
O 13.251 21.344 22.430 0.251
C 13.976 22.518 22.646 -1.102
H 8.833 18.502 18.052 0.312
H 10.354 18.445 17.116 0.059
H 9.389 19.935 17.196 0.345
H 9.261 19.573 20.550 -0.495
H 9.009 20.839 19.432 0.574
H 10.939 22.017 20.292 0.263
H 11.569 20.424 20.788 -0.645
H 9.601 20.495 22.473 0.064
H 10.353 22.145 24.007 0.026
H 11.065 23.044 22.624 0.595
H 12.028 20.293 23.631 -1.092
H 12.483 21.796 24.380 1.035
H 13.526 23.450 22.239 0.258
H 14.863 22.480 22.021 0.322
H 14.358 22.700 23.700 0.350
C 9.263 16.268 11.527 -0.710
O 10.551 16.597 12.085 -0.319
C 10.607 16.267 13.434 -0.260
C 12.063 16.502 13.936 -0.816
N 12.101 16.327 15.389 -0.117
C 13.232 16.869 16.089 -1.033
C 13.203 16.516 17.579 -0.149
O 13.475 15.171 17.900 -0.480
C 13.461 15.112 19.282 -0.321
H 9.094 16.936 10.602 0.229
H 8.497 16.487 12.237 0.333
H 9.183 15.208 11.189 0.264
H 10.354 15.184 13.497 0.272
H 9.876 16.761 14.082 0.287
H 12.386 17.538 13.656 0.324
H 12.821 15.921 13.435 0.341
H 11.961 15.377 15.661 0.197
H 13.340 17.922 16.045 0.494
H 14.180 16.413 15.656 0.422
H 12.185 16.738 17.936 0.326
H 13.922 17.175 18.065 0.050
H 13.881 14.176 19.619 0.448
H 12.446 15.065 19.677 0.235
H 13.953 15.976 19.732 0.013
C 11.830 17.384 22.245 0.194
C 11.725 15.920 22.589 0.850
C 12.850 15.408 23.421 -0.826
O 10.612 15.711 23.487 1.862
H 11.823 17.947 23.163 -0.656
H 11.021 17.811 21.630 0.326
H 12.711 17.692 21.712 -0.224
H 11.563 15.282 21.726 0.004
H 13.774 15.478 22.828 0.217
H 12.738 14.389 23.751 0.431
H 13.054 16.118 24.203 -0.528
H 9.766 15.955 23.070 -0.832
```

---

# 2
This record from the OMol25 dataset describes an isolated molecule of C4H8OS. The level of theory is the ωB97M-V functional and the def2-TZVPD basis.

The gap between HOMO and LUMO comes out at 8.9 eV. The net charge is 0. Its LUMO energy is 0.0253 hartree. The calculation puts the energy above the lowest of the compared OMol25 structures with the same formula, charge and spin at 260.7 kJ/mol. As for the spin multiplicity: 1.

The geometry in XYZ format:
```
14
Properties=species:S:1:pos:R:3:nbo_charge:R:1
C 0.551 -1.565 -0.233 -0.359
C 0.079 -0.574 0.498 -0.216
C -0.425 0.540 -0.383 -0.343
C -0.299 1.913 0.130 -0.639
S -2.269 0.090 -0.337 0.395
O -2.135 -1.452 0.294 -0.862
H 0.953 -2.452 0.222 0.194
H 0.543 -1.536 -1.384 0.195
H -0.088 -0.583 1.627 0.244
H -0.247 0.538 -1.507 0.234
H -0.837 2.156 1.060 0.222
H -0.649 2.602 -0.573 0.218
H 0.762 1.991 0.530 0.223
H -2.788 -2.038 -0.188 0.494
```

---

# 3
This record from the OMol25 dataset describes C6H8N2OS3 as an isolated structure. The level of theory is the ωB97M-V functional and the def2-TZVPD basis.

The gap between HOMO and LUMO comes out at 9.0 eV. The net charge is 0. Its LUMO energy is 0.0164 hartree. The calculation puts the energy above the lowest of the compared OMol25 structures with the same formula, charge and spin at 0.0 kJ/mol. As for the spin multiplicity: 1.

The geometry in XYZ format:
```
20
Properties=species:S:1:pos:R:3:nbo_charge:R:1
C 3.908 -0.593 0.123 -0.736
C 1.214 -0.223 0.007 0.080
C -1.025 -0.754 -0.134 -0.337
C -3.321 0.563 0.734 -0.766
C -0.135 0.304 -0.080 -0.301
C -0.508 1.767 -0.196 0.673
H 3.688 -1.162 1.040 0.238
H 4.846 -0.017 0.223 0.228
H 3.936 -1.283 -0.732 0.235
H -2.684 0.728 1.651 0.228
H -3.360 1.522 0.130 0.265
H -4.343 0.199 1.033 0.233
H 1.035 2.331 1.103 0.409
H 0.132 3.623 0.262 0.412
N 1.304 -1.521 0.044 -0.668
N 0.340 2.639 0.429 -0.830
O -1.489 2.178 -0.779 -0.616
S 2.704 0.741 -0.093 0.249
S -0.161 -2.235 0.030 0.681
S -2.771 -0.855 -0.220 0.322
```

---

# 4
This record from the OMol25 dataset describes Na2 as an isolated structure. The level of theory is the ωB97M-V functional and the def2-TZVPD basis.

The gap between HOMO and LUMO comes out at 35.6 eV. The net charge is +2. Its LUMO energy is -0.3575 hartree. The calculation puts the energy above the lowest of the compared OMol25 structures with the same formula, charge and spin at 0.0 kJ/mol. As for the spin multiplicity: 1.

The geometry in XYZ format:
```
2
Properties=species:S:1:pos:R:3:nbo_charge:R:1
Na -27.041 -7.241 14.219 1.000
Na -25.895 -4.568 17.829 1.000
```

---

# 5
This record from the OMol25 dataset describes C29H32CrN2OPS as an isolated structure. The level of theory is the ωB97M-V functional and the def2-TZVPD basis.

The gap between HOMO and LUMO (alpha / beta) comes out at 6.0 / 6.7 eV. The net charge is +1. Its LUMO energy (alpha / beta) is -0.1403 / -0.1401 hartree. The calculation puts the energy above the lowest of the compared OMol25 structures with the same formula, charge and spin at 31.3 kJ/mol. As for the spin multiplicity: 5.

The geometry in XYZ format:
```
67
Properties=species:S:1:pos:R:3:mulliken_spin:R:1
Cr 1.088 0.010 -1.449 4.124
C -2.118 -1.462 3.143 -0.002
C -1.685 -2.464 2.104 -0.005
C -1.947 -3.810 2.352 0.000
C -1.581 -4.807 1.464 0.000
C -0.929 -4.476 0.286 0.014
C -0.649 -3.147 0.027 0.043
C -1.018 -2.132 0.914 -0.094
P -0.600 -0.459 0.327 -0.075
C -0.071 0.473 1.811 -0.059
C 0.892 -0.226 2.549 0.072
C 1.495 0.326 3.664 0.000
C 1.153 1.616 4.048 0.002
C 0.213 2.319 3.314 -0.002
C -0.421 1.776 2.193 -0.004
C -1.470 2.614 1.508 0.012
C -2.089 0.215 -0.443 -0.072
C -3.350 0.195 0.159 -0.005
C -4.420 0.832 -0.436 -0.001
C -4.229 1.495 -1.645 0.002
C -2.997 1.463 -2.271 0.009
C -1.904 0.796 -1.707 0.043
C -0.613 0.647 -2.479 -0.108
H -2.998 -1.830 3.671 0.000
H -2.354 -0.487 2.724 0.000
H -1.329 -1.304 3.881 0.000
H -2.464 -4.077 3.266 0.000
H -1.809 -5.840 1.691 0.000
H -0.644 -5.245 -0.420 0.000
H -0.134 -2.873 -0.890 0.003
H 1.161 -1.233 2.247 0.002
H 2.226 -0.242 4.224 0.000
H 1.613 2.071 4.915 0.000
H -0.055 3.323 3.620 0.000
H -1.377 3.653 1.825 0.001
H -2.474 2.279 1.772 0.000
H -1.405 2.577 0.423 0.000
H -3.490 -0.313 1.105 0.001
H -5.393 0.822 0.036 0.000
H -5.056 2.015 -2.111 0.000
H -2.873 1.942 -3.236 -0.001
H -0.448 1.549 -3.082 -0.011
H -0.800 -0.147 -3.220 -0.016
C 3.250 3.606 0.103 0.004
C 2.336 4.171 -0.998 -0.001
C 1.157 3.221 -0.975 0.039
O 1.763 1.937 -0.730 -0.043
C 2.793 2.149 0.268 0.037
H 3.119 4.148 1.039 0.000
H 4.299 3.672 -0.174 0.000
H 2.827 4.128 -1.970 0.000
H 2.040 5.202 -0.812 0.000
H 0.597 3.153 -1.903 -0.012
H 0.473 3.449 -0.152 -0.001
H 3.577 1.420 0.077 -0.013
H 2.361 1.967 1.251 -0.006
S 3.069 -1.454 -0.632 -0.006
C 2.690 -2.107 -2.117 0.042
N 3.236 -3.262 -2.596 -0.007
C 2.908 -3.790 -3.796 0.028
C 1.984 -3.163 -4.574 -0.004
C 1.421 -1.983 -4.060 0.078
N 1.761 -1.478 -2.894 -0.004
H 3.913 -3.726 -2.003 -0.001
H 3.411 -4.705 -4.072 0.002
H 1.698 -3.554 -5.536 0.000
H 0.670 -1.434 -4.616 -0.001
```

---

# 6
This record from the OMol25 dataset describes an isolated molecule of C4H6N2O. The level of theory is the ωB97M-V functional and the def2-TZVPD basis.

The gap between HOMO and LUMO (alpha / beta) comes out at 7.5 / 8.2 eV. The net charge is 0. Its LUMO energy (alpha / beta) is -0.0115 / 0.0113 hartree. The calculation puts the energy above the lowest of the compared OMol25 structures with the same formula, charge and spin at 438.4 kJ/mol. As for the spin multiplicity: 1.

The geometry in XYZ format:
```
13
Properties=species:S:1:pos:R:3:nbo_charge:R:1
C 0.106 -1.025 -1.647 -0.419
C 0.906 1.527 0.973 -0.073
O 0.031 1.158 0.103 -0.369
C -0.826 0.150 0.202 0.300
N -1.084 -0.425 -1.040 -0.608
C -0.986 -0.475 1.461 0.142
N -1.200 -0.936 2.511 -0.305
H -0.182 -1.700 -2.454 0.211
H 0.727 -0.230 -2.075 0.202
H 0.716 -1.578 -0.916 0.182
H 1.491 2.387 0.688 0.179
H 1.057 0.920 1.858 0.172
H -1.898 -1.022 -1.039 0.387
```

---

# 7
This record from the OMol25 dataset describes a 2-piece molecular cluster, C8H18N2O2 overall. The level of theory is the ωB97M-V functional and the def2-TZVPD basis.

The gap between HOMO and LUMO (alpha / beta) comes out at 7.3 / 8.1 eV. The net charge is 0. Its LUMO energy (alpha / beta) is 0.0251 / -0.0530 hartree. As for the spin multiplicity: 3.

The geometry in XYZ format:
```
30
Properties=species:S:1:pos:R:3:mulliken_spin:R:1
C -1.722 2.230 -1.060 0.010
C -1.180 1.754 -3.411 0.001
C -3.046 0.547 -2.252 0.002
C 2.438 -0.248 1.762 0.018
C 1.197 -1.441 3.601 -0.001
C 1.474 -2.397 1.185 0.018
C -1.915 1.548 -2.367 -0.003
C 1.315 -1.147 1.997 -0.008
N -0.270 -0.108 0.415 0.785
N 0.084 -0.317 1.629 0.414
O 0.467 -0.546 -0.659 0.120
O -0.667 0.119 2.535 0.650
H -2.430 1.646 -0.314 0.002
H -0.730 2.184 -0.664 -0.004
H -2.032 3.239 -0.978 0.000
H 0.205 -0.022 -1.476 0.000
H -0.444 2.446 -3.567 0.000
H -1.345 1.160 -4.292 0.000
H -3.530 0.985 -1.397 0.000
H -3.838 0.605 -3.042 0.000
H -2.797 -0.522 -2.064 -0.002
H 2.252 0.610 2.563 -0.003
H 3.347 -0.723 2.038 -0.002
H 2.415 0.113 0.772 0.005
H 0.512 -0.753 4.136 0.004
H 2.251 -1.405 3.813 -0.001
H 0.812 -2.409 3.927 -0.002
H 2.384 -2.931 1.295 0.001
H 0.624 -3.126 1.300 -0.002
H 1.274 -2.146 0.177 0.000
```

---

no.,total energy (a.u.)
1,-2892.49191
2,-630.53564
3,-1612.76001
4,-324.02346
5,-3092.84908
6,-340.62794
7,-575.27448